Record 1
78
Properties=species:S:1:pos:R:3:forces:R:3 method="wB97M-V/def2-TZVPD" e_tot_ha=-1368.9997 smiles=COC[C@H](C)N.COC[C@H](C)N.COC[C@H](C)N.CCO.CO.CO.CO spin_multiplicity=1
C 4.9220 -4.6980 -6.0763 -2.0 -0.6 0.8
C 3.4869 -4.9743 -6.6815 2.6 1.5 0.1
O 3.7414 -5.0582 -8.0810 -1.0 -0.9 -0.3
H 4.7669 -4.6721 -4.9977 0.4 0.0 0.3
H 5.3562 -3.7442 -6.3759 -0.1 -0.2 -0.3
H 5.5284 -5.5676 -6.3298 0.2 0.3 0.0
H 2.8140 -4.1459 -6.4597 -0.1 0.0 0.1
H 3.0922 -5.8749 -6.2113 -0.1 -0.2 -0.7
H 3.6984 -4.1810 -8.4686 -0.1 0.0 0.1
C 2.7183 -5.3900 5.5599 1.5 0.4 0.1
C 3.7990 -4.2848 5.1816 -1.6 -2.8 -0.7
C 4.6836 -4.7245 3.9657 0.3 0.1 1.3
O 5.5807 -3.6716 3.6703 -1.4 1.0 1.5
C 6.6055 -3.9222 2.8041 0.4 0.3 -1.0
N 3.0213 -3.1413 4.7942 0.9 1.2 -0.8
H 3.2344 -6.2197 6.0430 -0.3 -0.1 0.2
H 2.1387 -5.8033 4.7344 0.2 0.2 -0.4
H 2.0011 -4.9104 6.2260 0.2 -0.1 0.2
H 4.3970 -4.1174 6.0775 0.1 0.3 -0.2
H 4.0160 -4.8913 3.1204 0.0 -0.3 -0.2
H 5.2791 -5.6052 4.2059 -0.1 -0.4 -0.1
H 7.0533 -2.9617 2.5487 0.2 0.0 0.3
H 6.2051 -4.2730 1.8529 0.2 -0.7 -0.2
H 7.3617 -4.5662 3.2530 0.1 -0.3 -0.3
H 3.7164 -2.7316 4.1867 0.2 1.7 0.1
H 2.4158 -3.4197 4.0353 -0.9 -0.6 0.2
C 2.6628 9.4197 5.5239 -1.6 -0.3 -2.5
C 2.1921 7.9078 5.4777 2.8 1.3 0.7
C 2.6905 7.2120 4.1769 -0.8 -1.0 -0.3
O 2.2847 5.8193 4.2058 -0.9 0.0 1.8
C 2.6182 4.8474 3.2347 1.9 1.5 0.0
N 2.9127 7.4000 6.6734 -1.1 -1.3 0.2
H 2.2603 10.0200 6.3398 0.5 -0.5 0.3
H 2.2363 9.8840 4.6348 -0.4 0.3 -0.3
H 3.7118 9.5816 5.2756 0.3 -0.4 0.9
H 1.1155 7.8241 5.6256 0.1 -0.1 0.0
H 3.7692 7.3592 4.1235 0.3 -0.4 0.1
H 2.2917 7.6290 3.2522 -0.3 0.4 0.0
H 3.6786 4.6267 3.3576 0.6 0.3 -0.5
H 2.4493 5.3155 2.2649 -0.1 -0.7 -0.4
H 2.2522 3.8304 3.3759 -1.3 0.6 0.3
H 2.5662 6.4711 6.8661 -0.4 -0.3 0.3
H 3.8792 7.1696 6.4918 0.4 0.6 -0.5
C -4.6842 1.7221 -5.2148 0.2 -0.5 0.3
C -5.1569 1.8259 -6.6139 -1.0 1.1 -1.0
C -4.8207 0.7047 -7.5554 0.4 -1.8 -0.3
O -5.2556 -0.6205 -7.1965 0.2 0.8 0.7
C -4.5424 -1.6562 -7.8828 -1.8 0.8 0.5
N -6.5718 2.2578 -6.6259 0.1 -0.3 -0.7
H -5.2184 0.8545 -4.8274 0.3 0.0 0.6
H -4.9406 2.6251 -4.6609 -0.1 -0.1 0.0
H -3.6048 1.5759 -5.1765 0.0 -0.2 0.2
H -4.6647 2.6483 -7.1332 0.3 0.4 0.2
H -3.7385 0.7146 -7.6851 0.4 -0.1 0.1
H -5.2207 0.8389 -8.5604 -0.2 0.7 -0.2
H -5.2989 -2.4365 -7.9669 0.4 -0.4 0.0
H -3.7107 -1.9825 -7.2584 0.4 0.0 -0.6
H -4.3690 -1.2943 -8.8962 0.8 -0.3 0.0
H -7.2041 1.5566 -6.2673 0.1 -0.4 0.6
H -6.7876 2.2090 -7.6113 -0.5 0.5 -0.4
C -3.5352 2.3595 3.3516 0.5 -1.6 0.0
O -4.2740 1.5425 2.4459 -1.2 0.8 0.0
H -3.7079 3.4357 3.3585 0.1 0.0 -0.7
H -3.7591 2.0174 4.3620 0.4 0.0 0.3
H -2.5595 2.0100 3.0142 0.6 1.0 0.9
H -5.1913 1.7182 2.6681 -0.3 -0.3 -0.4
C -7.4182 -3.6502 1.2261 0.2 -1.6 -0.6
O -8.6558 -3.7876 1.8606 -0.5 0.3 1.1
H -7.5137 -2.8912 0.4497 0.8 0.1 0.0
H -6.5492 -3.6345 1.8839 -0.1 1.1 0.3
H -7.2463 -4.6455 0.8161 -0.1 0.1 -0.9
H -8.6924 -3.1394 2.5678 -0.2 0.0 0.1
C -0.1134 -1.2256 -1.0177 -0.5 -0.2 0.3
O -0.6542 -1.6426 0.2001 -0.4 -0.7 1.5
H 0.7512 -1.8710 -1.1724 0.1 0.4 -0.3
H -0.8771 -1.4330 -1.7674 0.4 0.4 -0.6
H 0.1272 -0.1694 -0.8966 0.3 0.1 -0.8
H -1.5464 -1.3039 0.3039 0.0 0.1 0.0

Record 2
42
Properties=species:S:1:pos:R:3:forces:R:3 method="wB97M-V/def2-TZVPD" e_tot_ha=-1222.4643 smiles="COC(=O)CCC(=O)Oc1ccc(OC(=O)CCC(=O)OC)cc1" spin_multiplicity=1
C 1.8306 -3.0136 2.3535 0.3 -0.3 -0.1
H 1.2950 -2.8649 1.4192 0.0 0.0 0.1
H 1.7298 -4.0456 2.6955 0.0 0.1 0.0
H 2.8907 -2.7853 2.2303 -0.1 0.0 0.0
O 1.2422 -2.1255 3.2943 -0.3 0.1 0.0
C 1.8402 -2.0381 4.4872 0.1 0.0 0.4
O 2.8034 -2.6858 4.7978 0.0 0.0 0.0
C 1.1753 -1.0134 5.3831 -0.1 0.0 -0.2
C -0.2267 -0.6231 4.9229 0.2 0.0 -0.1
C -0.1585 0.0482 3.5651 0.2 0.1 0.4
O 0.6507 0.8780 3.2553 0.0 0.0 0.0
O -1.1374 -0.4176 2.7752 -0.5 -0.1 -0.2
C -1.2801 -0.0126 1.4566 0.1 0.1 -0.4
C -1.0437 1.2835 1.0190 0.0 -0.1 0.3
C -1.2408 1.5945 -0.3132 -0.1 -0.2 -0.4
C -1.6835 0.6236 -1.2010 0.2 -0.1 0.4
C -1.9395 -0.6675 -0.7608 -0.1 0.1 -0.2
C -1.7313 -0.9815 0.5682 0.1 0.2 0.3
H -1.9192 -1.9785 0.9338 0.0 -0.1 0.0
H -2.2875 -1.4204 -1.4490 0.0 0.0 0.0
O -1.8884 1.0240 -2.5141 -0.4 0.3 0.3
C -1.4547 0.2690 -3.5349 0.0 -0.4 -0.6
O -0.9554 -0.8164 -3.4276 0.0 0.0 0.0
C -1.6692 0.9981 -4.8468 0.1 0.0 0.2
C -0.7954 2.2616 -4.8955 0.2 -0.1 0.0
C 0.6473 1.8651 -4.6446 -0.2 0.4 -0.3
O 1.4854 1.7211 -5.4911 0.1 -0.1 -0.1
O 0.8489 1.6722 -3.3374 -0.2 0.2 0.3
C 2.1152 1.1614 -2.9394 0.4 -0.1 -0.1
H 2.2541 1.4493 -1.9000 0.0 0.0 0.0
H 2.1120 0.0736 -3.0320 0.0 0.1 0.0
H 2.9031 1.5770 -3.5698 -0.1 0.0 0.1
H -0.8715 2.7292 -5.8764 0.1 0.0 0.1
H -1.1148 2.9574 -4.1199 0.0 0.0 -0.1
H -1.4036 0.3226 -5.6605 -0.1 0.0 0.1
H -2.7194 1.2801 -4.9321 0.0 0.0 0.0
H -1.0529 2.5918 -0.6775 0.0 0.1 0.0
H -0.6976 2.0387 1.7049 0.0 0.0 0.0
H -0.8837 -1.4895 4.8601 0.0 0.1 0.1
H -0.6513 0.0927 5.6305 0.0 0.0 0.0
H 1.1650 -1.4059 6.4005 0.1 0.0 -0.1
H 1.8174 -0.1279 5.3708 0.0 -0.1 0.0

Record 3
160
Properties=species:S:1:pos:R:3:forces:R:3 method="wB97M-V/def2-TZVPD" e_tot_ha=-2576.2194 charge=+3 spin_multiplicity=1
C 8.8251 -1.6559 2.2266 -0.4 0.1 -1.0
C 7.4345 -2.3312 2.2967 -0.2 -0.4 0.4
C 6.4931 -1.9269 1.1298 0.7 0.6 -1.0
C 5.1364 -2.5567 0.9552 -1.0 -0.5 0.0
N 4.1069 -1.8204 -0.0327 -0.1 -0.4 0.2
C 3.6825 -0.3874 0.4333 0.3 -1.8 0.4
C 2.2163 -0.6197 0.8593 -1.2 1.6 -1.6
C 1.6386 -1.6227 -0.1554 1.3 -0.6 0.6
C 2.7756 -2.6323 -0.0226 0.2 0.0 -0.9
C 4.5795 -1.7560 -1.5123 0.8 -0.2 1.5
H 9.4053 -1.6384 3.1492 -0.4 -0.1 0.0
H 8.7476 -0.6452 1.8260 -0.1 0.3 0.4
H 9.4334 -2.1490 1.4684 0.0 -0.3 0.1
H 6.9075 -2.1180 3.2267 0.1 0.4 0.2
H 7.6079 -3.4047 2.3718 -0.2 -0.2 -0.4
H 7.0299 -2.0242 0.1861 0.2 0.0 -0.1
H 6.2937 -0.8617 1.2462 0.2 0.3 0.1
H 4.6681 -2.6276 1.9370 -0.6 0.5 -0.1
H 5.1112 -3.5942 0.6221 0.4 0.1 -0.4
H 3.9384 0.2194 -0.4353 -1.0 0.3 0.0
H 4.3722 -0.0198 1.1931 -0.2 -0.4 0.3
H 1.6467 0.2988 0.7179 0.0 0.2 0.5
H 1.9708 -1.0148 1.8450 0.8 0.3 0.2
H 1.4920 -1.2425 -1.1664 0.1 0.1 0.1
H 0.7086 -2.0815 0.1804 0.0 0.3 0.0
H 2.8557 -3.3503 -0.8389 0.0 -0.2 0.3
H 2.6226 -3.1142 0.9430 0.6 -0.2 -0.1
H 5.0205 -2.7214 -1.7606 -0.1 0.1 0.0
H 5.3532 -0.9904 -1.5691 0.0 -0.1 0.0
H 3.7930 -1.4930 -2.2197 -0.3 -0.1 0.5
C 1.3188 -2.2679 5.4000 1.2 -1.4 0.6
C -0.0424 -1.6920 5.2201 -0.6 0.1 -0.5
C -1.0885 -2.7700 4.8470 -1.5 1.2 0.5
C -2.5019 -2.0889 4.7711 0.0 -0.3 -2.3
N -3.5546 -2.9208 3.9539 -0.9 -0.7 0.3
C -3.0986 -3.3482 2.5386 0.6 0.8 -0.3
C -4.3165 -3.4127 1.6046 0.3 0.1 1.3
C -5.1932 -2.3083 2.2031 -0.2 0.8 -1.0
C -4.9210 -2.2043 3.6668 0.1 -0.2 1.6
C -3.8672 -4.1603 4.7533 0.4 -0.2 -1.0
H 1.7368 -2.8122 4.5532 -0.3 0.3 -0.6
H 1.2672 -3.0807 6.1245 0.0 0.1 0.4
H 2.1259 -1.6139 5.7301 -0.4 0.4 0.1
H -0.0007 -0.8873 4.4860 -0.3 -0.1 -0.3
H -0.3845 -1.2374 6.1498 0.1 0.1 0.2
H -1.1767 -3.4642 5.6827 0.5 -0.4 -0.2
H -0.9005 -3.2698 3.8968 0.3 0.0 0.2
H -2.4458 -1.2066 4.1335 0.2 0.3 0.2
H -2.9092 -1.8395 5.7509 -0.2 -0.2 -0.1
H -2.5040 -4.2602 2.5910 -0.2 0.1 0.2
H -2.4749 -2.5387 2.1595 0.2 0.1 0.3
H -4.7481 -4.4125 1.6529 -0.4 0.1 0.0
H -4.0467 -3.2037 0.5695 0.1 0.0 0.2
H -6.2422 -2.4522 1.9441 0.0 0.0 0.4
H -4.9305 -1.3066 1.8630 0.2 -0.3 -1.0
H -5.7173 -2.6683 4.2489 0.4 -0.3 0.3
H -4.8734 -1.1812 4.0399 0.3 0.0 -0.2
H -4.0713 -3.8939 5.7904 0.0 -0.2 -0.2
H -3.0070 -4.8153 4.6150 0.0 0.0 0.6
H -4.7015 -4.6726 4.2743 -0.1 0.1 0.3
C -1.0329 0.1878 -10.3573 -0.7 0.6 -0.1
C -1.7907 -0.0896 -9.0385 1.1 0.3 -0.2
C -1.0744 -1.1329 -8.2124 -0.2 -0.9 0.8
C -1.6801 -1.2375 -6.7392 2.1 0.1 -1.7
N -1.1332 -2.4401 -6.0245 2.0 0.2 1.3
C -1.6241 -2.3678 -4.5623 0.7 0.7 -0.1
C -0.5170 -1.4693 -3.8273 -3.2 0.4 1.0
C 0.7113 -1.4420 -4.6109 1.4 -0.8 -1.5
C 0.4288 -2.3957 -5.7711 -0.4 0.0 -0.7
C -1.4214 -3.6829 -6.7982 -0.6 0.4 0.8
H -1.4603 1.0942 -10.7861 -0.1 -0.1 -0.2
H -1.0710 -0.5729 -11.1369 -0.2 -0.2 0.3
H 0.0127 0.4573 -10.2077 0.1 -0.2 0.4
H -2.8385 -0.3716 -9.1424 0.0 0.1 -0.4
H -1.7619 0.8486 -8.4844 -0.2 0.1 0.1
H 0.0075 -1.0441 -8.3117 0.3 1.0 0.9
H -1.0915 -2.0851 -8.7426 -1.0 -0.4 0.1
H -2.7635 -1.3257 -6.8199 0.1 0.0 0.4
H -1.3771 -0.4186 -6.0868 -0.6 0.4 -0.4
H -1.7270 -3.3673 -4.1398 0.4 -0.1 -0.2
H -2.6148 -1.9138 -4.5831 0.1 0.3 0.2
H -0.4137 -1.7404 -2.7766 0.0 -0.4 -0.1
H -0.8666 -0.4383 -3.7745 -0.8 -0.1 0.0
H 1.5543 -1.8199 -4.0325 0.2 0.0 -0.2
H 0.9612 -0.4443 -4.9720 0.0 0.0 0.0
H 0.7052 -3.4142 -5.4985 -0.3 -0.1 0.1
H 0.9546 -2.1855 -6.7025 -0.3 0.2 0.0
H -2.3333 -3.4335 -7.3408 0.0 -0.8 0.0
H -1.5562 -4.4411 -6.0267 -0.1 -0.4 -0.6
H -0.6080 -3.9075 -7.4881 -0.2 0.0 0.2
C 1.8077 1.1981 8.2194 1.3 -0.9 -1.0
C 0.6365 2.0313 7.8511 -0.5 1.0 0.1
C 0.3402 2.2344 6.3615 -0.4 0.7 0.0
C -1.0196 2.9510 6.2172 -0.7 -0.6 -0.5
N -1.6118 2.8829 4.8021 0.5 0.7 1.1
C -0.5846 3.4663 3.8407 -0.8 -1.7 0.1
C -1.4359 3.8163 2.6628 0.7 1.1 -2.1
C -2.8025 4.2464 3.1503 -0.1 0.3 0.9
C -2.7290 3.9396 4.6140 -0.6 -0.9 1.9
C -2.1100 1.4590 4.4898 0.7 1.0 -0.3
H 1.9004 0.5025 7.3854 0.2 -0.8 0.3
H 1.7016 0.6765 9.1706 -0.1 0.0 -0.2
H 2.7717 1.7066 8.2108 -0.1 0.3 0.2
H 0.8264 3.0199 8.2690 -0.8 0.1 0.4
H -0.2372 1.5416 8.2813 -0.2 0.4 0.2
H 0.4361 1.3075 5.7961 -0.3 -0.2 0.0
H 1.0210 2.9456 5.8937 0.6 -0.2 0.2
H -0.8948 4.0020 6.4780 0.0 0.0 -0.2
H -1.8333 2.5927 6.8478 0.3 -0.3 0.3
H 0.1900 2.7339 3.6132 0.0 0.0 0.2
H -0.1663 4.3303 4.3569 0.0 0.0 -0.2
H -1.5143 3.0987 1.8461 0.2 -0.6 0.5
H -0.9300 4.6667 2.2057 -0.1 0.2 -0.3
H -3.6665 3.7138 2.7526 0.3 0.3 -0.6
H -2.8679 5.3327 3.0891 -0.6 -0.2 -0.5
H -3.6505 3.5739 5.0669 0.0 -0.4 -0.2
H -2.5239 4.7993 5.2520 0.7 0.0 -0.2
H -2.5710 1.4951 3.5027 -0.2 -0.2 0.2
H -2.7488 1.1234 5.3067 -0.3 0.4 -0.2
H -1.2797 0.7560 4.4227 0.1 0.4 -0.1
C -1.6123 3.2521 -6.5931 0.1 0.9 0.3
C -1.5082 3.6999 -5.0916 -1.5 -1.1 -0.7
C -0.4023 3.0174 -4.3514 0.7 0.9 0.9
C -0.3659 3.6276 -2.8705 0.9 -1.6 -1.7
N 0.7513 2.9567 -1.9987 -0.1 -0.4 2.5
C 0.2792 2.9389 -0.5312 -1.8 1.4 -0.5
C 1.4129 3.2421 0.3801 0.8 0.1 1.2
C 2.5901 3.5700 -0.4806 2.3 -1.3 -1.8
C 2.0657 3.7861 -1.9342 -1.2 0.1 1.2
C 1.1101 1.4797 -2.2982 -0.6 1.9 -2.0
H -2.2284 2.3698 -6.7669 0.1 -0.2 0.7
H -0.6345 3.0492 -7.0300 0.1 0.2 -0.1
H -2.1183 4.0117 -7.1890 0.3 0.2 0.0
H -2.4271 3.2819 -4.6803 -0.3 0.3 0.3
H -1.5149 4.7598 -4.8371 0.1 0.2 -0.8
H 0.5331 3.2056 -4.8784 0.4 0.3 0.2
H -0.5593 1.9461 -4.4771 -0.2 -0.2 0.9
H -1.3592 3.5801 -2.4243 0.2 -0.8 0.3
H -0.1046 4.6853 -2.8364 0.2 -0.1 -0.5
H -0.3648 2.0789 -0.3475 0.5 -0.4 -0.1
H -0.3846 3.7877 -0.3668 -0.3 0.0 -0.7
H 1.6007 2.4300 1.0825 0.2 0.0 -0.1
H 1.2594 4.1426 0.9747 -0.7 -0.2 0.1
H 3.3211 2.7620 -0.4538 -0.1 -0.5 -0.2
H 3.2571 4.3751 -0.1725 -0.7 0.5 0.1
H 2.6650 3.5666 -2.8178 0.2 -0.1 0.4
H 1.8007 4.8427 -1.8949 -0.4 -0.1 -0.8
H 1.9342 1.1197 -1.6823 -0.3 0.3 0.1
H 1.3881 1.6155 -3.3434 0.6 -0.8 0.0
H 0.2134 0.8603 -2.3211 0.0 0.1 0.6
O -2.5525 0.9132 -2.3792 4.7 -0.3 2.1
C -3.4075 1.0140 -3.3482 -4.7 -1.3 -4.7
O -4.5197 1.3727 -2.9440 -0.6 0.9 -0.2
O -3.1507 0.5949 -4.5455 1.4 0.7 2.0
H -3.0808 1.2395 -1.6471 -0.4 0.1 0.7
O -1.2518 -0.4876 -0.4260 1.7 0.1 -0.1
C -1.8461 -0.1044 0.6997 -1.5 -0.6 5.1
O -3.0871 0.1018 0.5386 0.8 0.6 0.3
O -1.2439 -0.1177 1.8396 0.1 0.2 -1.9
H -2.0874 -0.2454 -0.8320 -0.5 -0.5 -2.9

LUMO per entry: 0.4; 0.7; -5.8 eV
Energy above the lowest of the compared OMol25 structures with the same formula, charge and spin per entry: 274.4; 20.0; 364.5 kJ/mol